Arrangement P

The following is a quantum chemistry calculation of a cluster of 7 separate species, H13O7 in total, from the Open Molecules 2025 dataset.

Results
Lowest unoccupied orbital energy (eV): 3.7532
Net charge: -1
Spin multiplicity: 1

Positions of all 20 atoms, in Å:
1 O -0.77 -0.77 2.90
2 H -0.10 -0.06 2.85
3 O -1.02 2.12 -1.07
4 H -1.56 1.45 -1.51
5 H -0.15 1.89 -1.47
6 O -2.06 -1.04 0.12
7 H -1.34 -1.40 -0.47
8 H -1.93 -0.07 0.12
9 O 1.45 -0.78 0.69
10 H -1.09 -0.82 1.98
11 H 1.38 -1.55 1.25
12 O 0.07 -1.59 -1.44
13 H 1.03 -1.13 -0.17
14 H 0.09 -2.20 -2.19
15 O 1.04 1.74 1.72
16 H 0.51 2.26 1.11
17 H 1.12 0.86 1.28
18 O 1.09 0.62 -2.25
19 H 1.69 0.71 -1.53
20 H 0.53 -0.22 -1.93

Arrangement Q

The following is a quantum chemistry calculation of a cluster of 7 separate species, H13O7 in total, from the Open Molecules 2025 dataset.

Results
Lowest unoccupied orbital energy (eV): 3.7481
Net charge: -1
Spin multiplicity: 1

Positions of all 20 atoms, in Å:
1 O -0.63 -0.01 -1.84
2 H -0.48 -0.61 -2.57
3 O 1.15 0.98 -3.61
4 H 0.45 1.18 -4.23
5 H 0.66 0.66 -2.80
6 O 1.35 -0.38 0.45
7 H 1.58 -0.37 -0.49
8 H 0.49 0.08 0.56
9 O -1.79 -1.16 -0.01
10 H -1.17 -0.81 -0.83
11 H -1.29 -1.76 0.55
12 O 0.48 -2.63 1.85
13 H 0.82 -1.71 1.83
14 H 1.06 -3.02 1.18
15 O -0.93 1.04 0.93
16 H -0.94 1.38 0.02
17 H -1.45 0.21 0.75
18 O 0.30 2.48 3.11
19 H 0.88 2.30 2.37
20 H -0.54 2.15 2.78

Least stable = arrangement Q

Arrangement P

The following is a quantum chemistry calculation of a cluster of 4 separate species, C3H14NO3S in total, from the Open Molecules 2025 dataset.

Results
Lowest unoccupied orbital energy (eV): 3.6508
Net charge: -1
Spin multiplicity: 1

Positions of all 22 atoms, in Å:
1 C 1.29 2.88 0.47
2 N 1.01 1.49 0.14
3 C 0.05 0.93 1.09
4 C -0.47 -0.43 0.64
5 S -1.08 -0.41 -1.13
6 H 0.37 3.47 0.62
7 H 1.82 3.31 -0.38
8 H 1.93 2.94 1.35
9 H 0.63 1.35 -0.79
10 H 0.51 0.86 2.09
11 H -0.84 1.56 1.21
12 H -1.34 -0.66 1.25
13 H 0.23 -1.25 0.77
14 H -3.24 -0.09 -0.04
15 H -3.76 -0.55 1.30
16 O -4.06 -0.42 0.38
17 H 2.50 0.06 0.40
18 H 2.57 -1.44 0.12
19 O 2.94 -0.76 0.71
20 H 1.95 -2.28 -1.93
21 H 0.60 -1.77 -1.24
22 O 1.34 -2.42 -1.20

Arrangement Q

The following is a quantum chemistry calculation of a cluster of 4 separate species, C3H14NO3S in total, from the Open Molecules 2025 dataset.

Results
Lowest unoccupied orbital energy (eV): 3.7587
Net charge: -1
Spin multiplicity: 1

Positions of all 22 atoms, in Å:
1 C -1.23 -0.09 0.99
2 C -1.44 -0.49 -0.47
3 S -0.06 -0.02 -1.57
4 C -0.18 -0.97 1.68
5 N 0.50 -0.35 2.81
6 H -0.89 0.95 1.07
7 H -2.20 -0.15 1.48
8 H -1.61 -1.56 -0.55
9 H -2.35 -0.02 -0.84
10 H -0.68 -1.89 2.02
11 H 0.57 -1.26 0.95
12 H -0.15 0.18 3.38
13 H 1.17 0.33 2.45
14 H 0.25 3.45 -0.83
15 H -0.40 2.20 -1.29
16 O -0.65 3.12 -1.03
17 H 0.82 -2.39 -1.36
18 H -0.07 -3.48 -0.77
19 O 0.85 -3.29 -0.99
20 H 1.09 1.23 -0.13
21 H 2.56 0.98 0.08
22 O 1.89 1.64 0.32

Least stable = arrangement P

Arrangement P

The following is a quantum chemistry calculation of a cluster of 2 separate species, C2H4O2S in total, from the Open Molecules 2025 dataset.

Results
Lowest unoccupied orbital energy (eV): 0.1128
Spin multiplicity: 1

Positions of all 9 atoms, in Å:
1 C 2.36 -0.16 -0.09
2 C -1.04 -0.85 -0.71
3 O 1.57 -0.94 -0.60
4 O -0.60 1.15 0.83
5 S -0.87 -0.31 0.81
6 H 2.19 0.80 0.34
7 H 3.37 -0.56 0.03
8 H -1.06 -0.12 -1.60
9 H -1.16 -2.00 -0.81

Arrangement Q

The following is a quantum chemistry calculation of a cluster of 2 separate species, C2H4O2S in total, from the Open Molecules 2025 dataset.

Results
Lowest unoccupied orbital energy (eV): 0.4489
Structure (SMILES): S=C1CO1.O
Spin multiplicity: 1

Positions of all 9 atoms, in Å:
1 S -0.75 0.08 1.94
2 C -0.74 -0.45 0.45
3 C -1.35 -1.07 -0.71
4 O 0.04 -0.50 -0.55
5 H -1.51 -2.14 -0.98
6 H -1.90 -0.37 -1.28
7 O 2.26 1.31 0.06
8 H 2.59 1.37 0.99
9 H 1.36 1.77 0.08

Least stable = arrangement P

Arrangement P

The following is a quantum chemistry calculation of an isolated molecule of C2H4O2S, from the Open Molecules 2025 dataset.

Results
Lowest unoccupied orbital energy (spin up / spin down) (eV): 0.4391 / 0.4525
Spin multiplicity: 1

Positions of all 9 atoms, in Å:
1 C -1.14 -0.74 -0.84
2 C 0.61 0.01 0.53
3 O -0.50 -0.64 0.32
4 O 1.33 -0.27 1.73
5 S 1.18 1.37 -0.37
6 H -1.94 -1.45 -0.81
7 H -1.13 0.14 -1.47
8 H 1.13 0.25 2.50
9 H 0.46 1.33 -1.59

Arrangement Q

The following is a quantum chemistry calculation of a cluster of 2 separate species, C2H4O2S in total, from the Open Molecules 2025 dataset.

Results
Lowest unoccupied orbital energy (spin up / spin down) (eV): -0.0001 / -1.0009
Spin multiplicity: 1

Positions of all 9 atoms, in Å:
1 C -1.81 -0.55 0.15
2 C 0.66 0.40 -0.46
3 O -4.30 -0.15 0.20
4 O 0.78 1.51 0.33
5 S -3.01 0.47 -0.12
6 H -1.59 -1.55 0.03
7 H -0.21 0.40 -1.12
8 H 1.20 -0.45 -0.39
9 H 1.65 1.49 0.68

Arrangement R

The following is a quantum chemistry calculation of an isolated molecule of C2H4O2S, from the Open Molecules 2025 dataset.

Results
Lowest unoccupied orbital energy (eV): -0.1645
Structure (SMILES): OCC(O)=S
Spin multiplicity: 1

Positions of all 9 atoms, in Å:
1 O -1.27 -0.22 -0.52
2 C 0.07 0.19 -0.76
3 C 0.71 0.12 0.52
4 O -0.15 -0.21 1.52
5 S 2.31 0.57 0.78
6 H -1.22 -1.36 -0.34
7 H 0.80 -0.16 -1.46
8 H -0.20 1.40 -0.85
9 H -1.07 -0.32 1.11

Arrangement S

The following is a quantum chemistry calculation of a cluster of 2 separate species, C2H4O2S in total, from the Open Molecules 2025 dataset.

Results
Lowest unoccupied orbital energy (eV): -0.1735
Spin multiplicity: 1

Positions of all 9 atoms, in Å:
1 C -0.18 -2.48 0.09
2 C -0.39 1.74 -0.14
3 O 1.68 2.87 0.79
4 O 0.53 -1.96 0.85
5 S 1.21 1.67 0.12
6 H -1.20 -2.70 0.27
7 H 0.19 -2.45 -1.00
8 H -0.62 0.85 -0.76
9 H -1.22 2.46 -0.23

Least stable = arrangement Q

Arrangement P

The following is a quantum chemistry calculation of a structure of composition C2H4NO2, from the Open Molecules 2025 dataset.

Results
Lowest unoccupied orbital energy (eV): 4.5257
Net charge: -1
Spin multiplicity: 1

Positions of all 9 atoms, in Å:
1 C -0.99 1.16 -0.59
2 C 0.82 -0.63 0.56
3 N 0.09 -0.48 -0.63
4 O -1.44 1.26 0.48
5 O -1.01 1.69 -1.64
6 H 1.38 -1.52 0.88
7 H 1.57 0.08 0.33
8 H 0.29 -0.37 1.52
9 H -0.69 -1.19 -0.90

Arrangement Q

The following is a quantum chemistry calculation of the ion C2H4NO2 with charge -1, from the Open Molecules 2025 dataset.

Results
Lowest unoccupied orbital energy (eV): 4.6628
Net charge: -1
Structure (SMILES): NCC(=O)[O-]
Spin multiplicity: 1

Positions of all 9 atoms, in Å:
1 N -1.48 -0.10 -1.18
2 C -0.15 0.41 -0.93
3 C 0.42 0.02 0.46
4 O 1.56 0.46 0.69
5 O -0.29 -0.76 1.14
6 H -1.79 -0.58 -0.34
7 H -1.52 -0.76 -1.93
8 H -0.11 1.49 -0.95
9 H 0.55 0.10 -1.68

Arrangement R

The following is a quantum chemistry calculation of a cluster of 2 separate species, C2H4NO2 in total, from the Open Molecules 2025 dataset.

Results
Lowest unoccupied orbital energy (eV): 4.2297
Net charge: -1
Spin multiplicity: 1

Positions of all 9 atoms, in Å:
1 O -0.31 -0.98 1.08
2 C -0.04 -1.15 -0.17
3 N 0.96 -1.67 -0.83
4 C 0.00 1.68 0.58
5 O 0.09 2.63 -0.24
6 H -1.02 -0.94 -0.62
7 H 0.51 -1.95 -1.75
8 H -1.01 1.25 1.00
9 H 0.82 1.14 0.94

Least stable = arrangement R